Entry 1:
C31H63BrFN5O15 | ωB97M-V/def2-TZVPD

For the HOMO energy, the calculation gives -9.3 eV. Its largest force on an atom is 9.89 eV/Å. The LUMO energy is -0.07840 Ha. The structure (SMILES) is [H]/N=C\Cc1nc2c(C(=O)NC(=O)F)c(N(C)C(C)=O)c(CC(=O)Br)cc2nc1COCCC.CO.CO.CO.CO.CO.CO.CO.CO.CO.CO. The gap between HOMO and LUMO comes out at 7.187 eV.

Atoms and positions in Å:
H: 3.6406 4.2304 2.9885
N: 2.7981 4.6890 2.5757
C: 2.6380 4.2363 1.2895
C: 3.6584 3.1418 0.5420
C: 2.6250 2.1238 -0.2915
N: 1.3056 1.8673 0.3866
C: 0.4018 0.9886 -0.4260
C: -1.0917 0.6448 0.2288
C: -1.4174 1.2669 1.7448
O: -2.0302 2.4366 1.9566
N: -0.9808 0.4160 2.9490
C: 0.0656 -0.6049 2.5588
O: 1.3811 -0.2576 2.6185
F: -0.2051 -1.9831 2.0544
C: -2.2238 -0.2580 -0.5404
N: -3.6025 -0.6059 -0.0240
C: -3.5657 -1.3447 1.2967
C: -4.4649 0.6375 0.0218
C: -5.7237 0.8161 1.0854
O: -4.2328 1.6518 -0.8486
C: -1.8143 -0.8389 -2.0385
C: -2.9010 -1.7101 -2.9052
C: -3.3466 -3.1350 -2.2234
O: -2.9428 -3.5308 -0.9967
Br: -4.5306 -4.3267 -3.3771
C: -0.3159 -0.5312 -2.6689
C: 0.8302 0.3890 -1.8722
N: 2.1433 0.5684 -2.5748
C: 3.0138 1.4590 -1.7271
C: 4.5282 1.7703 -2.3654
O: 5.2415 0.5137 -2.6789
C: 5.2593 -0.4112 -1.5352
C: 5.7689 0.2754 -0.1160
C: 6.6315 -0.8212 0.7440
H: 1.7395 4.6118 0.6004
H: 4.3344 3.7851 -0.1638
H: 4.2639 2.5470 1.3735
H: -0.5650 1.0360 3.7020
H: -3.4388 -0.6006 2.2119
H: -4.5984 -1.8980 1.4882
H: -2.6524 -2.0764 1.2664
H: -5.3996 0.7285 2.2078
H: -6.1955 1.8738 0.8811
H: -6.5387 -0.0060 0.8039
H: -3.8836 -1.0368 -2.9813
H: -2.5034 -1.8396 -4.0005
H: -0.0951 -0.9798 -3.7467
H: 5.1689 2.4888 -1.7036
H: 4.3175 2.2912 -3.4153
H: 6.0818 -1.2371 -1.7930
H: 4.2477 -1.0231 -1.3976
H: 6.3498 1.2852 -0.2737
H: 4.8121 0.5399 0.5470
H: 6.9554 -0.3733 1.7766
H: 7.5441 -1.2273 0.1328
H: 5.8855 -1.7171 0.9995
C: 1.3147 -2.1754 5.5292
O: 1.7050 -2.7186 6.7770
H: 1.5332 -1.1049 5.5237
H: 1.8739 -2.6633 4.7273
H: 0.2421 -2.3267 5.3844
H: 1.4991 -3.6685 6.7522
C: -1.1152 4.8819 4.4164
O: -2.2389 4.7454 3.5661
H: -1.1398 5.8699 4.8821
H: -1.1496 4.1143 5.1934
H: -0.1987 4.7809 3.8298
H: -2.1898 3.8600 3.1674
C: 1.2292 0.9796 -6.4497
O: 2.1814 1.5377 -5.5630
H: 1.6387 0.9889 -7.4625
H: 1.0154 -0.0507 -6.1549
H: 0.3131 1.5749 -6.4240
H: 1.7903 1.5161 -4.6731
C: 4.9147 -4.5074 -0.3617
O: 4.4223 -3.4905 0.4915
H: 5.9584 -4.2937 -0.6037
H: 4.8509 -5.4729 0.1460
H: 4.3265 -4.5282 -1.2825
H: 3.4952 -3.7069 0.6887
C: -9.3215 0.6889 2.6358
O: -8.3011 0.0035 1.9334
H: -9.1621 1.7649 2.5337
H: -10.2949 0.4254 2.2151
H: -9.2837 0.4160 3.6933
H: -8.4688 -0.9480 2.0420
C: 5.7168 7.3687 3.3715
O: 4.8125 7.1580 2.3027
H: 6.5919 7.9043 2.9962
H: 5.2321 7.9657 4.1479
H: 6.0301 6.4049 3.7804
H: 4.0470 6.6811 2.6658
C: -0.5773 -5.6990 -5.1465
O: -1.5829 -4.7030 -5.1766
H: 0.1988 -5.4424 -5.8715
H: -0.1382 -5.7449 -4.1469
H: -1.0129 -6.6661 -5.4095
H: -2.2570 -4.9576 -4.5238
C: -0.8624 -5.7175 2.6215
O: 0.2589 -5.5568 3.4707
H: -1.1391 -6.7741 2.5945
H: -1.7008 -5.1333 3.0086
H: -0.6073 -5.3842 1.6125
H: 0.4811 -4.6102 3.4747
C: -11.0409 2.0279 -0.4015
O: -12.1270 1.4620 0.3088
H: -10.1282 1.4835 -0.1477
H: -11.2245 1.9463 -1.4755
H: -10.9269 3.0774 -0.1191
H: -12.9221 1.9652 0.0637
C: 5.0458 -1.1922 -6.2454
O: 5.9980 -0.6341 -5.3587
H: 5.4553 -1.1829 -7.2582
H: 4.8320 -2.2224 -5.9506
H: 4.1297 -0.5969 -6.2197
H: 5.6069 -0.6557 -4.4688

Forces on atoms 1 to 3 (eV/Å):
-0.6894 0.1839 -0.4840
-0.2347 -2.0309 -5.3621
0.8956 0.5649 2.8195

Entry 2:
C31H63N3O5S | ωB97M-V/def2-TZVPD

For the HOMO energy (spin up / spin down), the calculation gives -7.7 / -8.8 eV. Its largest force on an atom is 1.10 eV/Å. The LUMO energy (spin up / spin down) is 0.01657 / 0.01243 Ha. The gap between HOMO and LUMO (spin up / spin down) comes out at 8.138 / 9.152 eV. The spin multiplicity is 3.

Atoms and positions in Å:
C: 5.1636 -0.4926 3.9777
C: 5.7495 0.3377 2.8306
C: 4.8102 1.4766 2.4113
C: 5.1446 2.0991 1.0532
C: 4.3349 1.5763 -0.1387
C: 4.1096 0.0541 -0.2051
C: 2.6856 -0.3699 -0.6265
C: 1.8785 -1.0828 0.4608
C: 1.3119 -0.2196 1.5947
C: 1.1084 1.2438 1.2662
C: 0.0642 1.8728 2.1949
C: 0.1479 3.4131 2.2562
N: 0.9240 3.9516 1.1328
C: -1.2958 1.3970 1.6798
S: -1.3000 -0.3894 1.5161
O: -1.3724 -0.7071 0.1251
O: -2.2958 -0.9174 2.3926
O: 0.0825 -0.8384 2.1174
H: 4.4969 0.1251 4.5816
H: 5.9329 -0.8770 4.6435
H: 4.5779 -1.3300 3.6019
H: 6.6922 0.7784 3.1546
H: 5.9630 -0.3024 1.9768
H: 3.7849 1.0972 2.4336
H: 4.8810 2.2396 3.1879
H: 6.2115 1.9691 0.8672
H: 4.9633 3.1738 1.1100
H: 4.8707 1.8690 -1.0427
H: 3.3763 2.0906 -0.2098
H: 4.8061 -0.3614 -0.9315
H: 4.3368 -0.4310 0.7437
H: 2.1558 0.4815 -1.0503
H: 2.7783 -1.0914 -1.4386
H: 1.0723 -1.6484 0.0006
H: 2.5467 -1.8166 0.9179
H: 1.9917 -0.2761 2.4446
H: 0.7638 1.3671 0.2402
H: 2.0514 1.7713 1.3598
H: 0.1878 1.4391 3.1904
H: -0.8633 3.8176 2.2211
H: 0.5620 3.7195 3.2162
H: 1.7845 4.3635 1.4645
H: 0.4350 4.7092 0.6795
H: -2.1263 1.6580 2.3262
H: -1.4325 1.7562 0.6611
C: 3.4009 5.2704 -4.7754
C: 3.1243 3.7724 -4.5744
C: 2.4789 3.1685 -5.8229
C: 1.0293 3.6107 -6.0218
C: 0.1958 3.3056 -4.7777
C: 0.7872 3.8902 -3.4934
N: 2.2376 3.5293 -3.3949
O: 2.4160 2.3624 -2.8883
C: 0.5789 5.4147 -3.4492
C: 0.0816 3.3077 -2.2792
C: 4.4700 3.1100 -4.3094
H: 4.1664 5.3898 -5.5420
H: 2.5393 5.8407 -5.1077
H: 3.7746 5.7188 -3.8540
H: 2.5084 2.0774 -5.7430
H: 3.0828 3.4385 -6.6917
H: 0.9839 4.6757 -6.2647
H: 0.6043 3.0860 -6.8791
H: -0.8206 3.6872 -4.8957
H: 0.1144 2.2200 -4.6664
H: 1.2150 5.8705 -2.6889
H: -0.4580 5.6286 -3.1910
H: 0.7665 5.9110 -4.3976
H: 0.1073 2.2196 -2.2767
H: -0.9667 3.6098 -2.2809
H: 0.5430 3.6579 -1.3557
H: 4.9093 3.4786 -3.3814
H: 5.1472 3.3495 -5.1294
H: 4.3874 2.0281 -4.2417
C: -7.3459 -5.7224 3.1365
C: -6.6725 -6.0532 1.7953
C: -5.6371 -7.1657 1.9701
C: -4.3828 -6.7039 2.7104
C: -3.7651 -5.4867 2.0228
C: -4.7511 -4.3347 1.8231
N: -6.0113 -4.8520 1.1979
O: -5.9244 -4.9373 -0.0805
C: -5.0319 -3.6321 3.1644
C: -4.1400 -3.2851 0.9092
C: -7.7779 -6.5153 0.8548
H: -7.9400 -6.5789 3.4566
H: -6.6501 -5.5089 3.9413
H: -8.0161 -4.8689 3.0281
H: -5.3489 -7.5375 0.9819
H: -6.1069 -7.9993 2.4974
H: -4.6176 -6.4775 3.7539
H: -3.6541 -7.5167 2.7328
H: -2.9144 -5.1150 2.5978
H: -3.3771 -5.7922 1.0459
H: -5.9133 -2.9942 3.0883
H: -4.1831 -2.9975 3.4176
H: -5.1706 -4.3152 3.9993
H: -3.8149 -3.7006 -0.0424
H: -3.2746 -2.8445 1.3928
H: -4.8480 -2.4807 0.7048
H: -8.4868 -5.7094 0.6623
H: -8.3144 -7.3419 1.3218
H: -7.3861 -6.8591 -0.0990

Forces on atoms 1 to 3 (eV/Å):
-0.0077 0.2112 -0.0702
-0.1984 0.0858 0.2291
0.2214 -0.2301 0.0576